No. 1
This record from the OMol25 dataset describes the molecule CH4INO2S in a non-equilibrium geometry. The level of theory is ωB97M-V/def2-TZVPD.

XYZ file:
```
10
CH4INO2S ωB97M-V/def2-TZVPD
C 0.49012 1.98917 -0.93606
N -0.34243 -1.56711 1.56107
O 1.80719 -0.42859 1.08811
O 0.04771 0.89089 2.26287
S 0.82742 -0.47872 2.14921
I -0.42856 2.45786 0.74131
H 1.50520 2.30131 -1.09273
H -0.00428 1.35725 -1.65554
H -1.24151 -1.57910 2.00780
H -0.37099 -1.75923 0.57518
```

Values from the calculation:
ΔE to the lowest compared entry with this formula, charge and spin   3.52 kcal/mol
Expectation value of S²   2.01
E   -25617.6323 eV
LUMO level (spin up / spin down)   0.46 / -2.51 eV
Spin multiplicity   3

Partial atomic charges computed with the Mulliken method, in multiples of e: number 1, C, carries -0.797; number 2, N, carries -0.482; number 3, O, carries -0.523; number 4, O, carries -0.487; number 5, S, carries 0.667; number 6, I, carries 0.407; number 7, H, carries 0.356; number 8, H, carries 0.360; number 9, H, carries 0.255; number 10, H, carries 0.245



No. 2
This record from the OMol25 dataset describes a cluster of 3 separate species, C4H14NO3 in total in a non-equilibrium geometry. The level of theory is ωB97M-V/def2-TZVPD.

XYZ file:
```
22
C4H14NO3 ωB97M-V/def2-TZVPD
C -0.28763 1.70376 1.01288
N -1.04397 0.47491 1.11032
C 0.98901 -0.84188 1.47912
C -0.38845 -0.76112 0.87552
C -0.27582 -1.07335 -0.68567
O -1.47831 -1.23567 -1.24879
H 0.43784 1.77453 1.82528
H 0.34932 1.78681 0.11595
H -1.00181 2.51802 1.10583
H -1.90400 0.54979 0.56545
H 1.46729 -1.79970 1.33789
H 0.93208 -0.68777 2.55817
H 1.63297 -0.03843 1.12282
H -1.03247 -1.56133 1.24277
H 0.26100 -2.02645 -0.81429
H 0.37672 -0.37305 -1.22621
H 2.74343 0.21903 -2.15717
H 2.43438 -0.66101 -0.98231
O 3.14727 -0.48534 -1.62315
H -2.44028 1.35008 -2.48868
H -2.19987 0.17032 -1.48572
O -2.71872 0.99784 -1.64001
```

Values from the calculation:
ΔE to the lowest compared entry with this formula, charge and spin   34.06 kcal/mol
Expectation value of S²   0.76
E   -12005.0274 eV
LUMO level (spin up / spin down)   0.55 / -2.47 eV
Spin multiplicity   2

Partial atomic charges computed with the Mulliken method, in multiples of e: number 1, C, carries -0.877; number 2, N, carries -0.276; number 3, C, carries -1.722; number 4, C, carries 0.659; number 5, C, carries -0.589; number 6, O, carries -0.543; number 7, H, carries 0.320; number 8, H, carries 0.269; number 9, H, carries 0.342; number 10, H, carries 0.336; number 11, H, carries 0.443; number 12, H, carries 0.333; number 13, H, carries 0.432; number 14, H, carries 0.276; number 15, H, carries 0.431; number 16, H, carries 0.205; number 17, H, carries 0.343; number 18, H, carries 0.325; number 19, O, carries -0.667; number 20, H, carries 0.275; number 21, H, carries 0.383; number 22, O, carries -0.698



No. 3
This record from the OMol25 dataset describes the molecule C3H6OS in a non-equilibrium geometry. The level of theory is ωB97M-V/def2-TZVPD.

XYZ file:
```
11
C3H6OS ωB97M-V/def2-TZVPD
C -0.67048 -0.13971 -0.29646
C -0.02772 -1.10082 0.67180
C 0.23489 0.80663 -1.13401
O -1.01624 -1.51177 1.98922
S -0.66151 -1.89197 -0.80898
H -1.65237 0.28986 -0.11140
H 1.10566 -1.07219 0.81533
H 0.99246 0.21858 -1.75375
H 0.88139 1.53084 -0.61049
H -0.50400 1.34945 -1.68653
H -0.49803 -2.00721 2.62872
```

Values from the calculation:
ΔE to the lowest compared entry with this formula, charge and spin   49.59 kcal/mol
E   -16088.8402 eV
LUMO level   0.89 eV

Partial atomic charges computed with the Mulliken method, in multiples of e: number 1, C, carries -0.125; number 2, C, carries -0.034; number 3, C, carries -1.073; number 4, O, carries -0.550; number 5, S, carries -0.160; number 6, H, carries 0.439; number 7, H, carries 0.320; number 8, H, carries 0.293; number 9, H, carries 0.298; number 10, H, carries 0.313; number 11, H, carries 0.279



No. 4
This record from the OMol25 dataset describes a cluster of 14 separate species, C35H98O16 in total in a non-equilibrium geometry. The level of theory is ωB97M-V/def2-TZVPD.

XYZ file:
```
149
C35H98O16 ωB97M-V/def2-TZVPD
C -2.60107 0.14511 -4.31802
C -2.05335 1.12835 -5.37403
O -1.23276 2.12280 -4.74968
H -3.22312 -0.64678 -4.77837
H -3.16271 0.66621 -3.55963
H -1.71527 -0.37737 -3.90658
H -2.89313 1.62257 -5.80082
H -1.45414 0.69173 -6.13067
H -0.85099 1.70576 -3.94479
C 0.45100 -5.80340 3.50022
C 1.57935 -4.99801 2.92503
O 1.57517 -4.87767 1.45092
H 0.67876 -6.02700 4.54018
H 0.31802 -6.76981 3.00141
H -0.52184 -5.29404 3.46531
H 2.59468 -5.39656 3.22333
H 1.49614 -3.98892 3.32669
H 0.70971 -5.20252 1.19970
C -4.53447 3.71485 -4.66588
C -3.68227 4.04447 -3.47253
O -4.41870 3.82304 -2.23816
H -4.63630 2.63117 -4.66147
H -4.14865 4.09202 -5.61942
H -5.56179 4.14327 -4.52732
H -3.33592 5.05855 -3.57778
H -2.77031 3.49093 -3.56029
H -3.91465 4.23201 -1.51921
C 3.46342 -1.16496 4.88502
C 4.29924 -2.15964 3.93337
O 4.76940 -1.44212 2.82308
H 2.63708 -0.79839 4.28620
H 4.14992 -0.38911 5.18302
H 3.12151 -1.65274 5.80157
H 3.70361 -3.07750 3.75369
H 5.18445 -2.49481 4.50071
H 4.95927 -2.14160 2.17405
C 2.15617 -0.23046 -4.54702
C 3.27154 0.22733 -3.75139
O 4.01792 1.33804 -4.24683
H 1.27775 0.43073 -4.59042
H 1.77537 -1.26731 -4.20783
H 2.35819 -0.27928 -5.64658
H 3.93183 -0.58596 -3.53642
H 2.81765 0.47663 -2.78915
H 4.43103 1.08100 -5.08090
C 0.52421 2.75518 -1.60585
C 0.60553 4.09969 -2.26387
O -0.57302 4.87082 -2.01524
O -0.69777 2.12274 -1.90460
H 0.67817 2.87307 -0.52124
H 1.31671 2.07912 -2.00170
H 0.75961 4.00266 -3.36602
H 1.45107 4.58243 -1.71312
H -1.27834 4.42419 -2.47013
H -1.12732 1.94903 -1.05418
C -2.05322 4.27414 1.07120
C -2.62945 2.92536 1.39860
O -2.25084 2.00613 0.39130
O -2.53407 4.82146 -0.15257
H -0.98748 4.13593 0.98517
H -2.20253 5.02917 1.91573
H -3.71792 3.09221 1.33192
H -2.21942 2.56579 2.35738
H -3.05324 1.81830 -0.11131
H -1.75725 4.74443 -0.73680
C 4.62682 1.01262 -0.26265
C 5.49244 1.97789 -1.06400
C 6.51691 1.17231 -1.86897
O 4.65063 2.86467 -1.89045
H 5.20632 0.35365 0.40101
H 4.07760 0.39516 -1.02079
H 3.84482 1.48682 0.38538
H 6.02567 2.71302 -0.46799
H 7.27638 0.67811 -1.20371
H 7.05626 1.90603 -2.51744
H 6.02251 0.49399 -2.54906
H 4.53269 2.28898 -2.69194
C -3.09558 -4.73720 -0.02870
C -3.12257 -3.25569 -0.21741
C -4.38008 -2.71586 -0.96108
O -3.07761 -2.51408 0.99314
H -3.50898 -5.18862 -0.90134
H -3.56997 -5.06786 0.91899
H -2.08691 -5.09847 0.02526
H -2.32202 -2.92054 -0.93401
H -4.17246 -1.64009 -1.12896
H -5.26814 -2.81645 -0.38382
H -4.54026 -3.26514 -1.87856
H -2.23438 -2.00269 0.94803
C 3.29353 -3.39324 -1.56873
C 4.42052 -3.85359 -0.66376
C 5.79744 -3.39872 -1.06246
O 4.18570 -3.51107 0.70810
H 3.58177 -3.36021 -2.63472
H 2.88811 -2.44751 -1.15349
H 2.42255 -3.98149 -1.52576
H 4.40830 -4.97678 -0.69313
H 5.97956 -3.66028 -2.09483
H 6.56189 -3.82444 -0.44843
H 5.83498 -2.31442 -0.94228
H 3.35323 -3.89750 1.00778
C 1.09190 -1.33289 1.21765
C 0.19929 -0.40932 0.48372
C 0.14269 -0.77860 -0.97250
O -1.11508 -0.49674 1.07705
H 1.20628 -0.96979 2.26185
H 2.06166 -1.40499 0.76060
H 0.67238 -2.34865 1.23628
H 0.49764 0.62248 0.69004
H -0.29441 -1.79245 -1.19288
H 1.14400 -0.70313 -1.34422
H -0.42643 0.00765 -1.54318
H -1.64061 0.32948 0.88426
C 3.38050 2.37677 3.48194
C 2.25526 1.82101 2.61115
C 0.94974 1.66478 3.49626
O 2.00739 2.60702 1.45693
H 4.23570 2.58066 2.84529
H 3.58525 1.79222 4.38538
H 2.93447 3.31865 3.84100
H 2.55000 0.85324 2.18662
H 0.23936 0.92588 3.08119
H 0.50598 2.67085 3.48375
H 1.30512 1.35737 4.46057
H 2.10240 3.52749 1.66917
C -1.44666 -2.09619 4.38262
C -2.69533 -1.33385 4.78693
C -2.67305 0.09721 4.30935
O -3.90521 -1.96721 4.31035
H -1.25381 -1.96408 3.32479
H -1.51678 -3.18311 4.68683
H -0.64444 -1.66475 4.95847
H -2.75588 -1.25577 5.87851
H -1.88748 0.45460 4.97066
H -3.64387 0.49037 4.67637
H -2.52812 0.26055 3.20285
H -3.75084 -2.06641 3.34755
C -5.68395 0.42656 0.85342
C -5.73203 1.00241 -0.53129
C -6.75371 2.10178 -0.69156
O -4.38628 1.42341 -0.89421
H -5.19278 1.18650 1.50100
H -5.09359 -0.48670 0.86620
H -6.71946 0.28856 1.15934
H -6.00731 0.22915 -1.25481
H -6.45848 2.97844 -0.12229
H -7.74009 1.77437 -0.35570
H -6.73912 2.43249 -1.72534
H -4.33003 2.17896 -1.53418
```

Values from the calculation:
E   -70641.8206 eV
LUMO level   0.49 eV

Mulliken population analysis, charges in e, atoms 1 to 99: number 1, C, carries -0.400; number 2, C, carries -0.550; number 3, O, carries -0.555; number 4, H, carries 0.492; number 5, H, carries -0.182; number 6, H, carries 0.134; number 7, H, carries 0.332; number 8, H, carries 0.397; number 9, H, carries -0.016; number 10, C, carries -1.519; number 11, C, carries 0.429; number 12, O, carries -0.524; number 13, H, carries 0.437; number 14, H, carries 0.405; number 15, H, carries 0.276; number 16, H, carries 0.294; number 17, H, carries -0.084; number 18, H, carries 0.227; number 19, C, carries -1.449; number 20, C, carries 0.932; number 21, O, carries -0.644; number 22, H, carries 0.242; number 23, H, carries 0.374; number 24, H, carries 0.345; number 25, H, carries 0.529; number 26, H, carries -0.532; number 27, H, carries 0.233; number 28, C, carries -0.755; number 29, C, carries -0.030; number 30, O, carries -0.403; number 31, H, carries -0.110; number 32, H, carries 0.327; number 33, H, carries 0.419; number 34, H, carries -0.081; number 35, H, carries 0.415; number 36, H, carries 0.266; number 37, C, carries -0.877; number 38, C, carries 0.989; number 39, O, carries -0.572; number 40, H, carries 0.019; number 41, H, carries 0.234; number 42, H, carries 0.445; number 43, H, carries 0.316; number 44, H, carries -0.843; number 45, H, carries 0.333; number 46, C, carries 0.986; number 47, C, carries -0.695; number 48, O, carries -0.636; number 49, O, carries 2.287; number 50, H, carries -0.689; number 51, H, carries -0.687; number 52, H, carries 0.321; number 53, H, carries 0.443; number 54, H, carries 0.019; number 55, H, carries -0.952; number 56, C, carries -1.091; number 57, C, carries 0.078; number 58, O, carries 0.208; number 59, O, carries -0.680; number 60, H, carries 0.282; number 61, H, carries 0.334; number 62, H, carries 0.130; number 63, H, carries -0.034; number 64, H, carries 0.069; number 65, H, carries 0.529; number 66, C, carries 0.513; number 67, C, carries 0.180; number 68, C, carries -1.215; number 69, O, carries -0.566; number 70, H, carries 0.459; number 71, H, carries -0.423; number 72, H, carries -0.588; number 73, H, carries 0.414; number 74, H, carries 0.387; number 75, H, carries 0.347; number 76, H, carries 0.180; number 77, H, carries 0.289; number 78, C, carries -1.536; number 79, C, carries 1.347; number 80, C, carries -1.295; number 81, O, carries -0.180; number 82, H, carries 0.402; number 83, H, carries 0.280; number 84, H, carries 0.270; number 85, H, carries -0.140; number 86, H, carries -0.064; number 87, H, carries 0.372; number 88, H, carries 0.492; number 89, H, carries -0.170; number 90, C, carries -1.112; number 91, C, carries 0.844; number 92, C, carries -1.539; number 93, O, carries -0.341; number 94, H, carries 0.396; number 95, H, carries 0.074; number 96, H, carries 0.448; number 97, H, carries 0.085; number 98, H, carries 0.459; number 99, H, carries 0.401



No. 5
This record from the OMol25 dataset describes the ion C7H9N2O3 with charge -1 in a non-equilibrium geometry. The level of theory is ωB97M-V/def2-TZVPD.

XYZ file:
```
21
C7H9N2O3 ωB97M-V/def2-TZVPD
C 1.61931 -0.13878 1.16811
C 1.46929 -0.61202 -0.26248
C 1.89513 -1.29717 2.10231
C 0.37106 -0.41631 -1.05493
C -0.70214 0.76641 1.00844
C 0.07073 -0.80537 -2.40558
C -1.77885 1.73630 1.46451
N 0.53553 0.67613 1.62351
N -0.71974 0.23953 -0.27408
O 0.77790 1.20804 2.81177
O 2.92229 -1.95722 2.11481
O -1.94159 0.36534 -0.94924
H 2.54035 0.49751 1.14717
H 2.30699 -1.00413 -0.65405
H 0.95979 -1.49623 2.71074
H 0.33766 -1.75788 -2.66189
H 0.75600 -0.10547 -3.07011
H -0.89235 -0.58686 -2.72805
H -1.35726 2.27263 2.22123
H -2.66673 1.16810 1.77956
H -1.99510 2.30002 0.66118
```

Values from the calculation:
ΔE to the lowest compared entry with this formula, charge and spin   116.10 kcal/mol
Net charge   -1
E   -16523.1445 eV
LUMO level (spin up / spin down)   3.69 / 3.69 eV

Partial atomic charges computed with the Mulliken method, in multiples of e: number 1, C, carries 0.146; number 2, C, carries -1.285; number 3, C, carries 0.014; number 4, C, carries 0.643; number 5, C, carries 0.483; number 6, C, carries -1.430; number 7, C, carries -1.277; number 8, N, carries 0.453; number 9, N, carries 0.399; number 10, O, carries -0.841; number 11, O, carries -0.544; number 12, O, carries -0.886; number 13, H, carries 0.225; number 14, H, carries 0.581; number 15, H, carries 0.287; number 16, H, carries 0.384; number 17, H, carries 0.213; number 18, H, carries 0.374; number 19, H, carries 0.445; number 20, H, carries 0.245; number 21, H, carries 0.371



No. 6
This record from the OMol25 dataset describes the molecule C3H7OS2 in a non-equilibrium geometry. The level of theory is ωB97M-V/def2-TZVPD.

XYZ file:
```
13
C3H7OS2 ωB97M-V/def2-TZVPD
C -1.04530 -0.08912 0.07053
C -1.15756 1.50166 -0.11576
O -0.08952 2.14644 0.44923
C 0.42123 -0.52796 -0.17921
S 0.75598 -2.15348 0.47938
S 2.89970 -1.96083 0.71105
H -1.56270 -0.18012 1.02516
H -1.61701 -0.65530 -0.67393
H -2.07485 1.83656 0.39317
H -1.22280 1.70005 -1.19802
H 0.90333 0.06057 -0.95683
H 0.87118 0.09464 0.61055
H 2.91833 -1.77312 -0.61531
```

Values from the calculation:
ΔE to the lowest compared entry with this formula, charge and spin   40.14 kcal/mol
Expectation value of S²   0.75
E   -26938.9469 eV
LUMO level (spin up / spin down)   0.28 / -1.84 eV
Spin multiplicity   2

Partial atomic charges computed with the Mulliken method, in multiples of e: number 1, C, carries -0.663; number 2, C, carries -0.418; number 3, O, carries -0.329; number 4, C, carries -0.668; number 5, S, carries -0.091; number 6, S, carries -0.223; number 7, H, carries 0.335; number 8, H, carries 0.373; number 9, H, carries 0.364; number 10, H, carries 0.288; number 11, H, carries 0.439; number 12, H, carries 0.431; number 13, H, carries 0.164